(1)
{"formula": "C23H24N2O5", "method": "ωB97M-V/def2-TZVPD", "symbols": ["C", "H", "O", "C", "C", "C", "C", "C", "C", "N", "N", "C", "O", "C", "C", "C", "C", "C", "C", "C", "O", "C", "H", "H", "H", "H", "H", "H", "H", "C", "C", "C", "C", "C", "C", "O", "C", "H", "H", "H", "H", "H", "H", "H", "O", "H", "H", "H", "H", "H", "H", "H", "H", "H"], "coordinates": [[-1.8330, -0.5374, 2.6229], [-0.9504, -0.6464, 3.1865], [-1.6770, -1.5823, 1.6565], [-2.7776, -1.8246, 0.8101], [-3.7629, -2.6214, 1.2721], [-4.9270, -2.7026, 0.6745], [-5.0975, -2.1877, -0.6844], [-3.9752, -1.7889, -1.1681], [-2.7709, -1.4438, -0.5013], [-1.8778, -0.8325, -1.2834], [-0.6803, -0.1098, -0.4446], [-0.5081, 1.1292, -0.5985], [-1.5853, 1.7895, -1.1836], [0.6670, 1.8053, -0.1212], [1.9082, 1.2744, -1.1434], [3.1346, 1.7003, -0.6780], [4.1506, 1.3133, -1.5732], [4.0433, 0.9400, -2.7794], [2.7423, 0.6122, -3.1124], [1.6525, 1.1090, -2.4046], [0.4640, 0.8348, -2.9286], [0.2185, 0.8218, -4.1959], [-0.9078, 0.7695, -4.3019], [0.4737, -0.2008, -4.4941], [0.8140, 1.1453, -4.7616], [2.5980, 0.3402, -4.2175], [4.8601, 0.6169, -3.5290], [5.2518, 1.3886, -0.8639], [3.2803, 2.0466, 0.3258], [0.8850, 1.4106, 1.2026], [0.7316, 2.2219, 2.3539], [1.0403, 1.8607, 3.5316], [1.4847, 0.7417, 3.9320], [1.7732, -0.2050, 2.7543], [1.5018, 0.1221, 1.4870], [1.7003, -0.7464, 0.7364], [2.2905, -2.2097, 0.8213], [1.4504, -2.3774, 1.4948], [2.3518, -2.5201, -0.1039], [3.3109, -1.8295, 1.3892], [2.0389, -1.0386, 3.1047], [1.7729, 0.7623, 4.9635], [0.8153, 2.7508, 4.2828], [0.2952, 3.2710, 1.8325], [0.6646, 3.1601, -0.2707], [-0.5119, 3.2317, -0.7015], [-0.0873, -0.7401, -0.4580], [-2.3366, -0.2819, -2.1425], [-4.1193, -1.4753, -2.1146], [-5.8765, -2.4830, -1.0513], [-5.7146, -3.3606, 1.3173], [-3.6352, -2.8260, 2.5211], [-2.0700, 0.2494, 2.3303], [-2.6842, -0.8473, 3.2075]], "lowdin_charge": [-0.007, 0.088, -0.110, -0.245, -0.095, -0.086, -0.038, -0.051, -0.223, 0.156, 0.246, -0.329, -0.069, -0.452, -0.043, 0.014, -0.152, -0.135, 0.005, -0.247, -0.052, -0.116, 0.148, 0.109, -0.019, 0.139, 0.150, 0.181, 0.130, -0.083, -0.036, -0.250, -0.022, 0.031, -0.452, -0.061, 0.181, 0.104, 0.029, 0.174, 0.021, 0.106, 0.157, 0.198, -0.027, 0.276, 0.037, 0.195, 0.087, 0.019, 0.151, 0.198, -0.023, 0.095], "orbital_gap_ev": 8.439, "total_charge": 0, "fmax_ev_per_a": 16.2, "mol_weight_g_mol": 408.45, "lumo_ev": 0.473}

***

(2)
{"formula": "C23H24N2O5", "method": "ωB97M-V/def2-TZVPD", "symbols": ["C", "C", "O", "C", "C", "C", "C", "C", "C", "N", "C", "O", "C", "C", "C", "O", "C", "C", "C", "C", "C", "C", "O", "N", "C", "C", "C", "C", "C", "O", "H", "H", "H", "H", "H", "H", "H", "H", "H", "H", "H", "H", "H", "H", "H", "H", "H", "H", "H", "H", "H", "H", "H", "H"], "coordinates": [[-0.0800, 1.8967, -3.7480], [-1.4075, 1.4953, -3.1242], [-1.1241, 0.7954, -1.9298], [-2.1490, 0.2165, -1.2425], [-3.4901, 0.3219, -1.5717], [-4.4519, -0.3104, -0.7968], [-4.0832, -1.0512, 0.3092], [-2.7462, -1.1761, 0.6423], [-1.7646, -0.5544, -0.1213], [-0.4190, -0.5365, 0.1795], [0.2854, -1.4604, 0.6996], [-0.2710, -2.6917, 0.9558], [0.4524, -3.7080, 1.4713], [-0.1936, -4.9213, 1.6719], [0.5087, -5.9905, 2.2089], [-0.0705, -7.1921, 2.4235], [1.8598, -5.8447, 2.5474], [2.4942, -4.6442, 2.3457], [1.8078, -3.5518, 1.8037], [2.3989, -2.2770, 1.5555], [1.6864, -1.2591, 1.0097], [2.4078, 0.0432, 0.7909], [3.4960, 0.2343, 1.3056], [1.7953, 0.9096, -0.0326], [2.2758, 2.2497, -0.2364], [1.4946, 3.2739, 0.6093], [0.0238, 3.4111, 0.1772], [0.0284, 4.6961, -0.6497], [1.1238, 5.4953, 0.0514], [2.0985, 4.5516, 0.4456], [0.5205, 1.0119, -3.9403], [0.4698, 2.5448, -3.0718], [-0.2541, 2.4220, -4.6828], [-1.9678, 0.8513, -3.8157], [-2.0127, 2.3870, -2.9061], [-3.8027, 0.9041, -2.4245], [-5.4933, -0.2134, -1.0647], [-4.8350, -1.5341, 0.9153], [-2.4535, -1.7400, 1.5145], [-1.2365, -5.0125, 1.4043], [-0.9968, -7.1730, 2.1521], [2.3772, -6.6933, 2.9640], [3.5352, -4.5265, 2.6034], [3.4381, -2.1095, 1.7996], [0.8444, 0.6730, -0.3152], [2.1929, 2.5107, -1.2948], [3.3264, 2.2858, 0.0604], [1.5746, 2.9735, 1.6632], [-0.6157, 3.5299, 1.0524], [-0.3161, 2.5447, -0.3841], [0.3184, 4.4920, -1.6810], [-0.9296, 5.2109, -0.6468], [0.7180, 6.0071, 0.9371], [1.6115, 6.2324, -0.5896]], "lowdin_charge": [-0.052, -0.254, -0.071, -0.203, -0.023, -0.092, -0.097, -0.016, -0.176, 0.150, -0.220, 0.115, -0.180, 0.071, -0.308, 0.074, -0.007, -0.006, -0.143, 0.079, -0.018, -0.447, 0.054, 0.091, -0.108, -0.301, -0.115, -0.153, -0.202, -0.097, 0.084, 0.050, 0.079, 0.126, 0.127, 0.103, 0.101, 0.100, 0.111, 0.131, 0.114, 0.119, 0.122, 0.134, 0.089, 0.123, 0.127, 0.153, 0.120, 0.090, 0.100, 0.111, 0.121, 0.121], "orbital_gap_ev": 7.619, "total_charge": 0, "fmax_ev_per_a": 1.1, "mol_weight_g_mol": 408.45, "smiles": "CCOc1ccccc1/N=c1\\oc2cc(O)ccc2cc1C(=O)NC[C@@H]1CCCO1", "lumo_ev": -0.189}

***

(3)
{"formula": "C23H24N4O4S", "method": "ωB97M-V/def2-TZVPD", "symbols": ["O", "C", "N", "C", "C", "O", "N", "C", "C", "C", "C", "N", "C", "C", "C", "O", "N", "C", "C", "C", "C", "C", "C", "C", "C", "C", "O", "C", "C", "C", "C", "S", "H", "H", "H", "H", "H", "H", "H", "H", "H", "H", "H", "H", "H", "H", "H", "H", "H", "H", "H", "H", "H", "H", "H", "H"], "coordinates": [[-3.8249, -1.9568, -1.5107], [-3.9809, -1.6043, -0.3557], [-3.1319, -1.9660, 0.6400], [-1.9414, -2.7350, 0.3880], [-0.6566, -2.0444, 0.8359], [0.1795, -2.6264, 1.4984], [-0.5238, -0.7364, 0.5057], [-1.3919, -0.0243, -0.3632], [-1.4042, -0.2557, -1.7326], [-2.2589, 0.5008, -2.5165], [-3.0546, 1.4532, -1.9008], [-3.0332, 1.6895, -0.5984], [-2.2201, 0.9703, 0.1505], [0.7595, -0.1211, 0.8360], [1.8241, -0.6048, -0.1829], [1.5298, -1.1475, -1.2214], [3.0781, -0.3279, 0.2090], [4.2505, -0.7108, -0.5510], [5.1760, 0.5029, -0.7801], [6.5157, 0.1480, -0.1242], [6.1535, -0.8929, 0.9320], [5.0979, -1.7350, 0.2218], [0.6997, 1.3673, 0.8323], [0.6625, 2.2686, 1.8572], [0.6189, 3.5491, 1.2548], [0.6352, 3.3288, -0.0869], [0.6890, 2.0159, -0.3526], [-5.0926, -0.7356, 0.0449], [-6.0655, -0.2619, -0.7920], [-6.9775, 0.5951, -0.1489], [-6.6889, 0.7693, 1.1677], [-5.2990, -0.1092, 1.6493], [-3.3086, -1.6658, 1.5857], [-1.9825, -3.7003, 0.9044], [-1.9046, -2.9132, -0.6919], [-0.7455, -0.9969, -2.1579], [-2.3064, 0.3486, -3.5826], [-3.7428, 2.0651, -2.4687], [-2.2316, 1.1900, 1.2115], [1.0354, -0.4818, 1.8343], [3.2375, 0.0838, 1.1152], [3.8672, -1.1256, -1.4852], [5.2920, 0.7227, -1.8394], [4.7381, 1.3828, -0.3061], [7.0111, 1.0208, 0.2980], [7.1841, -0.3003, -0.8602], [7.0120, -1.4807, 1.2514], [5.7255, -0.4067, 1.8106], [5.5801, -2.4133, -0.4819], [4.4853, -2.3250, 0.9016], [0.6615, 2.0471, 2.9050], [0.5791, 4.4944, 1.7548], [0.6122, 3.9970, -0.9242], [-6.1040, -0.5323, -1.8313], [-7.8103, 1.0631, -0.6419], [-7.2089, 1.3636, 1.8927]], "lowdin_charge": [0.072, -0.523, 0.060, -0.054, -0.415, 0.081, 0.052, -0.215, 0.012, -0.036, -0.144, 0.090, -0.107, -0.103, -0.419, 0.099, 0.113, -0.285, -0.127, -0.194, -0.198, -0.137, -0.258, -0.012, -0.050, -0.099, 0.060, -0.446, -0.102, -0.170, -0.396, 1.044, 0.109, 0.136, 0.136, 0.122, 0.109, 0.106, 0.123, 0.163, 0.154, 0.144, 0.109, 0.111, 0.105, 0.109, 0.106, 0.108, 0.116, 0.116, 0.114, 0.101, 0.124, 0.122, 0.103, 0.063], "orbital_gap_ev": 9.396, "total_charge": 0, "fmax_ev_per_a": 1.0, "mol_weight_g_mol": 452.54, "smiles": "O=C(NCC(=O)N(c1cccnc1)[C@@H](C(=O)NC1CCCC1)c1ccco1)c1cccs1", "lumo_ev": 0.520}

***

(4)
{"formula": "C23H24N5P2PtS2", "method": "ωB97M-V/def2-TZVPD", "symbols": ["Pt", "C", "C", "C", "C", "C", "C", "C", "C", "C", "S", "C", "N", "H", "H", "H", "H", "H", "H", "H", "H", "C", "P", "C", "C", "C", "C", "C", "C", "C", "P", "C", "C", "H", "H", "H", "H", "H", "H", "H", "H", "H", "H", "H", "H", "H", "H", "H", "H", "S", "C", "N", "N", "C", "N", "C", "N"], "coordinates": [[-0.0787, -0.3107, -0.0628], [0.5116, -3.5563, 0.5829], [-0.3785, -2.9090, 1.5823], [-0.9382, -3.7446, 2.5737], [-1.6748, -3.2155, 3.5788], [-1.8898, -1.8217, 3.6321], [-2.5981, -1.2144, 4.6901], [-2.7639, 0.1388, 4.7085], [-2.2744, 0.9262, 3.6522], [-1.6152, 0.3574, 2.5913], [-1.1046, 1.3740, 1.2539], [-1.3705, -1.0321, 2.5866], [-0.6166, -1.6044, 1.5695], [-0.0600, -4.2435, -0.0452], [1.2800, -4.1294, 1.1035], [0.9829, -2.8137, -0.0370], [-0.7453, -4.8072, 2.5151], [-2.0983, -3.8472, 4.3504], [-2.9958, -1.8396, 5.4791], [-3.2826, 0.6168, 5.5284], [-2.4227, 1.9986, 3.6699], [2.6921, 0.8200, -2.3007], [1.5579, -0.5095, -1.8278], [2.6477, -1.9468, -1.7648], [0.4877, -0.6464, -3.2847], [0.7863, -1.3698, -4.4271], [-0.1101, -1.3817, -5.4912], [-1.2861, -0.6522, -5.4204], [-1.5824, 0.0969, -4.2864], [-0.6990, 0.1000, -3.2186], [-1.0369, 1.0048, -1.6783], [-0.4482, 2.6913, -1.9115], [-2.8168, 1.1641, -1.5111], [3.2221, 0.4486, -3.1789], [3.4044, 1.0372, -1.5035], [2.1660, 1.7299, -2.5658], [3.1193, -2.1135, -2.7333], [2.1042, -2.8360, -1.4756], [3.4248, -1.7530, -1.0237], [1.7043, -1.9398, -4.4990], [0.1090, -1.9708, -6.3716], [-1.9845, -0.6690, -6.2464], [-2.5057, 0.6595, -4.2519], [-0.9296, 3.0783, -2.8107], [0.6286, 2.7350, -2.0262], [-0.7259, 3.3032, -1.0518], [-3.2291, 1.5728, -2.4340], [-3.0251, 1.8452, -0.6903], [-3.2636, 0.1961, -1.2950], [-3.3405, -3.3795, -1.1805], [-2.1746, -2.3044, -1.0894], [-1.3088, -1.4992, -1.0603], [1.6130, 0.0796, 0.9773], [1.8581, 0.0314, 2.1451], [2.0682, 0.0218, 3.3528], [2.8973, -0.5583, 4.2000], [3.5816, -1.0584, 4.9823]], "lowdin_charge": [0.989, -0.026, -0.296, 0.007, 0.035, -0.140, -0.015, -0.048, -0.087, -0.558, 0.671, -0.212, -0.014, 0.104, 0.109, -0.002, 0.130, 0.135, 0.123, 0.118, 0.112, -0.190, 0.820, -0.214, -0.374, -0.053, -0.040, -0.038, -0.053, -0.370, 0.711, -0.196, -0.223, 0.070, 0.067, 0.030, 0.057, 0.032, 0.071, 0.109, 0.119, 0.119, 0.107, 0.074, 0.031, 0.056, 0.061, 0.034, 0.055, 0.670, -0.934, -0.197, -0.127, -0.347, 0.135, -0.339, 0.131], "orbital_gap_ev": 6.739, "total_charge": 1, "fmax_ev_per_a": 1.2, "mol_weight_g_mol": 691.64, "lumo_ev": -3.979}

***

(5)
{"formula": "C23H24NO", "method": "ωB97M-V/def2-TZVPD", "symbols": ["C", "O", "C", "C", "C", "C", "C", "C", "C", "C", "H", "H", "H", "H", "H", "H", "H", "H", "H", "H", "H", "C", "N", "C", "C", "C", "H", "C", "C", "C", "C", "C", "C", "C", "C", "C", "C", "H", "H", "H", "H", "H", "H", "H", "H", "H", "H", "H", "H"], "coordinates": [[2.2478, 1.4419, -2.8019], [0.8849, 1.7050, -2.4153], [0.0697, 0.7032, -2.1442], [-1.3154, 0.8806, -2.4892], [-2.1489, -0.2606, -2.5779], [-3.5081, -0.1207, -2.8032], [-4.0757, 1.1498, -2.9752], [-5.5587, 1.2861, -3.1184], [-3.2372, 2.2757, -3.0140], [-1.8765, 2.1567, -2.7890], [2.6892, 2.4290, -2.9568], [2.7731, 0.8990, -2.0037], [2.2710, 0.8576, -3.7320], [0.4894, -0.3160, -2.0652], [-1.6938, -1.2410, -2.4445], [-4.1683, -0.9916, -2.8342], [-5.8537, 2.3318, -3.2289], [-5.9353, 0.7278, -3.9823], [-6.0739, 0.8849, -2.2388], [-3.6752, 3.2580, -3.2100], [-1.2166, 3.0210, -2.8166], [2.1808, -2.7822, 3.4969], [1.6910, -1.7009, 2.6494], [2.6574, -0.9194, 2.0298], [2.2829, 0.1791, 1.2215], [0.8465, 0.4657, 0.9177], [0.6087, 0.3945, -0.2127], [-0.1083, -0.3596, 1.7184], [0.3323, -1.4315, 2.5345], [-0.6417, -2.2003, 3.2161], [-1.9937, -1.8796, 3.1249], [-2.4116, -0.7878, 2.3564], [-1.4673, -0.0413, 1.6564], [3.2695, 1.0311, 0.7166], [4.6225, 0.7623, 0.9249], [5.0003, -0.3680, 1.6606], [4.0297, -1.1936, 2.2186], [1.3609, -3.3102, 3.9774], [2.7513, -3.5069, 2.8996], [2.8383, -2.3888, 4.2855], [0.6573, 1.5308, 1.1468], [-0.3646, -3.0582, 3.8236], [-2.7231, -2.4823, 3.6635], [-3.4662, -0.5228, 2.2938], [-1.7687, 0.8108, 1.0446], [2.9545, 1.9105, 0.1524], [5.3786, 1.4248, 0.5048], [6.0544, -0.5998, 1.8121], [4.3406, -2.0548, 2.8070]], "lowdin_charge": [0.009, -0.058, -0.014, -0.174, 0.013, -0.007, -0.225, -0.026, -0.001, 0.033, 0.113, 0.091, 0.114, 0.166, 0.130, 0.133, 0.086, 0.101, 0.101, 0.129, 0.130, -0.029, -0.057, -0.142, -0.146, -0.090, 0.093, -0.150, -0.129, -0.010, -0.074, -0.090, -0.050, -0.063, -0.085, -0.069, -0.016, 0.068, 0.105, 0.106, 0.141, 0.095, 0.110, 0.102, 0.113, 0.111, 0.104, 0.112, 0.098], "orbital_gap_ev": 4.440, "total_charge": 1, "fmax_ev_per_a": 2.9, "mol_weight_g_mol": 330.45, "lumo_ev": -5.278}

***

(6)
{"formula": "C23H24NO5P", "method": "ωB97M-V/def2-TZVPD", "symbols": ["O", "C", "C", "N", "C", "C", "C", "C", "C", "C", "C", "C", "C", "C", "C", "C", "C", "C", "C", "O", "C", "C", "C", "C", "C", "C", "P", "O", "O", "O", "H", "H", "H", "H", "H", "H", "H", "H", "H", "H", "H", "H", "H", "H", "H", "H", "H", "H", "H", "H", "H", "H", "H", "H"], "coordinates": [[-1.1996, 1.9172, 1.8560], [-0.2108, 1.2963, 1.5351], [-0.2322, -0.0259, 0.8090], [0.6568, -0.0172, -0.3305], [1.0311, -1.3338, -0.7950], [-0.1190, -2.3391, -1.0336], [0.4159, -3.5545, -1.7291], [1.0563, -4.5562, -1.0094], [1.5906, -5.6572, -1.6540], [1.4934, -5.7715, -3.0304], [0.8569, -4.7797, -3.7567], [0.3241, -3.6790, -3.1097], [0.3141, 0.9595, -1.3555], [-0.9477, 0.6835, -2.1373], [-2.1908, 1.0371, -1.6247], [-3.3492, 0.7309, -2.3186], [-3.2794, 0.0799, -3.5381], [-2.0446, -0.2554, -4.0679], [-0.8879, 0.0442, -3.3708], [1.0280, 1.7224, 1.7520], [1.2002, 2.8649, 2.5143], [2.0465, 3.8558, 2.0377], [2.2421, 5.0009, 2.7887], [1.5891, 5.1623, 4.0009], [0.7560, 4.1653, 4.4747], [0.5597, 3.0090, 3.7363], [-0.4608, 1.6721, 4.4241], [-0.2339, 0.2967, 3.9564], [-1.9807, 2.1613, 4.4134], [-0.1281, 1.8323, 5.9811], [-1.2805, -0.2611, 0.5669], [0.1342, -0.7612, 1.5315], [1.7131, -1.7615, -0.0514], [1.5912, -1.2093, -1.7244], [-0.8926, -1.8715, -1.6433], [-0.5561, -2.6201, -0.0739], [1.1307, -4.4737, 0.0657], [2.0833, -6.4295, -1.0812], [1.9095, -6.6313, -3.5345], [0.7744, -4.8649, -4.8307], [-0.1777, -2.9093, -3.6789], [0.2233, 1.9288, -0.8546], [1.1660, 1.0112, -2.0398], [-2.2524, 1.5645, -0.6834], [-4.3092, 1.0063, -1.9070], [-4.1835, -0.1577, -4.0791], [-1.9839, -0.7505, -5.0265], [0.0751, -0.2184, -3.7868], [2.5392, 3.7122, 1.0888], [2.9022, 5.7722, 2.4218], [1.7355, 6.0623, 4.5783], [0.2491, 4.2617, 5.4217], [-2.3348, 2.1161, 3.5219], [-0.1520, 0.9627, 6.3802]], "lowdin_charge": [0.070, -0.484, -0.088, -0.149, -0.162, -0.130, -0.239, -0.045, -0.087, -0.099, -0.086, -0.040, -0.126, -0.214, -0.039, -0.074, -0.089, -0.086, -0.067, 0.100, -0.212, 0.012, -0.065, -0.071, -0.054, -0.154, 0.488, -0.238, -0.100, -0.111, 0.135, 0.143, 0.128, 0.126, 0.103, 0.117, 0.113, 0.101, 0.099, 0.101, 0.100, 0.126, 0.127, 0.106, 0.104, 0.101, 0.103, 0.113, 0.123, 0.107, 0.105, 0.113, 0.064, 0.082], "orbital_gap_ev": 9.121, "total_charge": 0, "fmax_ev_per_a": 0.9, "mol_weight_g_mol": 425.42, "smiles": "O=C(CN(CCc1ccccc1)Cc1ccccc1)Oc1ccccc1P(=O)(O)O", "lumo_ev": 0.718}